This record from the Open Molecules 2025 dataset describes a cluster of 14 separate species, C56H140O28 in total. The level of theory is ωB97M-V/def2-TZVPD.

Output
LUMO: 0.3732 eV
HOMO: -9.21 eV
energy: -4323.3850 Eh
net charge: 0
energy above the lowest of the compared OMol25 structures with the same formula, charge and spin: 151.19 kcal per mole
max |F|: 0.0828 Eh/bohr
spin multiplicity: 1

Bonds (Å) are listed after each position.
Element x y z (Å)
1 H 6.61 -3.71 6.31  C32 1.090
2 C -5.57 -2.05 -1.03  H16 1.090, O109 1.415, H182 1.090, H220 1.090
3 H 2.80 -6.93 1.23  C49 1.090
4 C 5.87 -0.02 -1.65  H70 1.090, H95 1.090, O146 1.403, H177 1.090
5 C -2.74 -1.81 -6.32  H15 1.090, O102 1.362, H110 1.090, H215 1.090
6 H -3.44 4.61 1.87  C41 1.090
7 H 2.96 -3.85 -0.30  C105 1.090
8 O -5.03 4.81 0.66  C41 1.446, C193 1.451
9 C -3.29 -8.61 -1.94  H43 1.090, H128 1.090, H144 1.090, O214 1.402
10 H 4.11 3.57 -5.09  C65 1.090
11 C 1.38 -3.91 -3.87  H124 1.090, O131 1.450, H175 1.090, H188 1.090
12 H 7.39 0.71 1.10  C50 1.090
13 H 3.63 -0.17 7.76  C209 1.090
14 C -2.64 -5.37 -0.33  C28 1.568, H152 1.090, O155 1.386, H159 1.090
15 H -3.55 -2.41 -5.91  C5 1.090
16 H -6.31 -1.49 -0.46  C2 1.090
17 H 4.05 -5.77 1.30  C49 1.090
18 H -7.50 7.61 2.41  C98 1.090
19 C 6.26 1.02 -5.71  C47 1.536, O55 1.424, H103 1.090, H147 1.090
20 C -3.96 1.05 -3.48  O30 1.434, H42 1.090, H127 1.090, H171 1.090
21 O -3.21 -4.13 4.83  C97 1.437, C115 1.493
22 H 4.30 2.80 -6.60  C65 1.090
23 H 5.65 -0.17 2.37  C68 1.090
24 H 1.06 -0.47 -8.58  C79 1.090
25 H 1.64 -3.23 -8.08  C170 1.090
26 H -2.43 11.18 -3.04  C174 1.090
27 H 4.23 -7.37 0.46  C49 1.090
28 C -3.43 -6.33 -1.29  C14 1.568, H106 1.090, H137 1.090, O214 1.425
29 H 3.48 1.93 -5.26  C65 1.090
30 O -5.17 0.79 -4.20  C20 1.434, C181 1.441
31 H -2.09 -5.66 3.99  C97 1.090
32 C 5.91 -3.06 5.79  H1 1.090, O71 1.413, C90 1.563, H143 1.090
33 H -0.73 -0.59 1.97  C83 1.090
34 H -1.53 8.18 3.88  C201 1.090
35 H -1.93 -5.04 6.25  C115 1.090
36 H -2.36 9.38 -3.18  C174 1.090
37 H -0.53 7.83 5.22  C201 1.090
38 H 4.67 0.90 -9.87  C138 1.090
39 H -1.41 2.40 4.95  C92 1.090
40 H -0.09 6.05 2.74  C154 1.090
41 C -4.41 5.11 1.93  H6 1.090, O8 1.446, H118 1.090, C187 1.572
42 H -4.20 1.77 -2.70  C20 1.090
43 H -4.37 -8.65 -2.08  C9 1.090
44 O -1.15 7.39 -1.58  C76 1.403, C211 1.437
45 H -2.34 5.92 -2.28  C211 1.090
46 H -1.52 0.79 -0.04  C185 1.090
47 C 6.64 1.12 -7.19  C19 1.536, H153 1.090, O191 1.436, H196 1.090
48 C 4.09 1.91 2.93  O78 1.400, H112 1.090, H113 1.090, H117 1.090
49 C 3.60 -6.50 0.62  H3 1.090, H17 1.090, H27 1.090, O156 1.423
50 C 6.46 0.76 0.53  H12 1.090, C68 1.523, H140 1.090, O146 1.473
51 H -4.10 -1.54 3.91  C162 1.090
52 H 2.21 -6.84 4.11  C80 1.090
53 H 6.52 0.91 -9.74  C138 1.090
54 C 1.69 -4.35 4.84  H125 1.090, C176 1.557, O194 1.461, H219 1.090
55 O 5.72 2.23 -5.19  C19 1.424, C65 1.489
56 H 0.87 7.47 -1.44  C76 1.090
57 C 7.71 -1.67 4.89  O71 1.454, H142 1.090, H202 1.090, H210 1.090
58 H -1.09 -7.35 0.35  C133 1.090
59 H -3.64 0.81 1.16  C212 1.090
60 H -1.60 -0.97 -3.24  C126 1.090
61 H 0.51 -1.78 1.69  C83 1.090
62 H -2.27 3.86 4.59  C92 1.090
63 H -3.51 6.87 3.01  C187 1.090
64 H -2.76 -1.37 2.76  C162 1.090
65 C 4.31 2.59 -5.53  H10 1.090, H22 1.090, H29 1.090, O55 1.489
66 H -0.08 -0.17 5.23  C136 1.090
67 H -6.00 -0.44 -5.67  C181 1.090
68 C 5.35 0.45 1.53  H23 1.090, C50 1.523, O78 1.372, H224 1.090
69 H -1.24 -6.20 1.76  C133 1.090
70 H 5.75 -0.96 -2.19  C4 1.090
71 O 6.57 -2.54 4.66  C32 1.413, C57 1.454
72 H -0.01 -0.44 -3.74  C126 1.090
73 H -1.39 -3.49 5.74  C115 1.090
74 C 0.28 0.51 -6.73  C79 1.594, O94 1.472, H123 1.090, H151 1.090
75 H 0.98 -0.16 1.97  C83 1.090
76 C 0.03 8.15 -1.64  O44 1.403, H56 1.090, C84 1.511, H100 1.090
77 H 0.20 3.92 4.89  C145 1.090
78 O 5.25 1.65 2.20  C48 1.400, C68 1.372
79 C 0.67 -0.77 -7.60  H24 1.090, C74 1.594, H168 1.090, O222 1.434
80 C 1.17 -6.50 4.05  H52 1.090, H85 1.090, H163 1.090, O194 1.401
81 H -4.86 -1.09 -4.67  C181 1.090
82 H -4.12 7.04 1.25  C187 1.090
83 C 0.22 -0.75 1.46  H33 1.090, H61 1.090, H75 1.090, O198 1.425
84 C 0.20 9.19 -2.72  C76 1.511, H88 1.090, O111 1.388, H164 1.090
85 H 0.57 -7.03 4.78  C80 1.090
86 H -5.70 2.88 1.43  C193 1.090
87 H 5.61 2.27 -9.31  C138 1.090
88 H 1.27 9.40 -2.71  C84 1.090
89 H -0.78 2.48 -1.53  C150 1.090
90 C 5.29 -2.02 6.79  C32 1.563, O108 1.419, H121 1.090, H192 1.090
91 H 3.29 0.66 6.22  C209 1.090
92 C -1.79 3.00 4.12  H39 1.090, H62 1.090, H116 1.090, O208 1.492
93 H -2.36 -3.44 7.93  C139 1.090
94 O 1.39 1.46 -6.53  C74 1.472, C190 1.418
95 H 6.25 0.71 -2.37  C4 1.090
96 H 1.21 4.15 3.39  C145 1.090
97 C -2.60 -4.74 3.68  O21 1.437, H31 1.090, H129 1.090, H157 1.090
98 C -6.69 6.90 2.27  H18 1.090, O122 1.425, H141 1.090, H205 1.090
99 H 0.88 1.99 -4.76  C190 1.090
100 H -0.14 8.69 -0.70  C76 1.090
101 H 2.48 -2.45 5.59  C176 1.090
102 O -2.77 -0.47 -6.08  C5 1.362, C132 1.451
103 H 7.10 0.78 -5.06  C19 1.090
104 H -4.86 -1.17 8.21  C221 1.090
105 C 2.30 -4.72 -0.39  H7 1.090, H119 1.090, C148 1.566, O156 1.465
106 H -3.12 -6.16 -2.32  C28 1.090
107 H -2.24 7.66 5.50  C201 1.090
108 O 4.48 -1.07 6.11  C90 1.419, C209 1.478
109 O -4.50 -2.35 -0.16  C2 1.415, C186 1.455
110 H -2.74 -1.83 -7.41  C5 1.090
111 O -0.55 10.36 -2.74  C84 1.388, C174 1.412
112 H 3.92 2.88 3.40  C48 1.090
113 H 3.93 1.15 3.70  C48 1.090
114 H -3.46 -0.70 -0.88  C186 1.090
115 C -2.29 -4.04 6.00  O21 1.493, H35 1.090, H73 1.090, C139 1.533
116 H -2.66 2.53 3.65  C92 1.090
117 H 3.23 1.69 2.30  C48 1.090
118 H -4.90 4.51 2.69  C41 1.090
119 H 1.70 -4.69 0.52  C105 1.090
120 H 2.79 -1.92 -8.45  C170 1.090
121 H 4.70 -2.58 7.51  C90 1.090
122 O -5.44 7.42 2.71  C98 1.425, C187 1.488
123 H -0.20 0.29 -5.78  C74 1.090
124 H 1.94 -3.62 -4.76  C11 1.090
125 H 2.74 -4.62 4.69  C54 1.090
126 C -0.66 -0.55 -2.87  H60 1.090, H72 1.090, O130 1.422, H189 1.090
127 H -3.23 1.47 -4.18  C20 1.090
128 H -2.73 -8.55 -2.88  C9 1.090
129 H -3.29 -5.15 2.94  C97 1.090
130 O -1.07 0.77 -2.53  C126 1.422, C150 1.429
131 O 2.22 -4.39 -2.79  C11 1.450, C148 1.448
132 C -4.04 0.16 -6.39  O102 1.451, H161 1.090, H167 1.090, C181 1.543
133 C -0.81 -6.38 0.78  H58 1.090, H69 1.090, O155 1.445, H223 1.090
134 H 0.71 6.45 4.22  C154 1.090
135 H 1.55 -0.24 5.04  C136 1.090
136 C 0.76 -0.80 5.53  H66 1.090, H135 1.090, O169 1.425, H178 1.090
137 H -4.50 -6.39 -1.09  C28 1.090
138 C 5.56 1.19 -9.31  H38 1.090, H53 1.090, H87 1.090, O191 1.384
139 C -3.09 -3.38 7.12  H93 1.090, C115 1.533, O197 1.459, H216 1.090
140 H 6.53 1.75 0.08  C50 1.090
141 H -6.75 6.52 1.25  C98 1.090
142 H 8.42 -2.12 5.58  C57 1.090
143 H 5.10 -3.77 5.63  C32 1.090
144 H -2.99 -9.54 -1.46  C9 1.090
145 C 0.25 4.32 3.88  H77 1.090, H96 1.090, C154 1.556, O208 1.517
146 O 6.62 -0.28 -0.49  C4 1.403, C50 1.473
147 H 5.49 0.25 -5.70  C19 1.090
148 C 1.37 -4.38 -1.61  C105 1.566, O131 1.448, H183 1.090, H206 1.090
149 H -5.43 -2.42 7.00  C221 1.090
150 C -0.30 1.51 -1.58  H89 1.090, O130 1.429, C185 1.527, H200 1.090
151 H -0.40 1.13 -7.32  C74 1.090
152 H -2.87 -4.35 -0.64  C14 1.090
153 H 7.31 0.30 -7.48  C47 1.090
154 C -0.08 5.83 3.81  H40 1.090, H134 1.090, C145 1.556, O204 1.421
155 O -1.26 -5.48 -0.25  C14 1.386, C133 1.445
156 O 3.08 -5.94 -0.58  C49 1.423, C105 1.465
157 H -1.87 -4.10 3.18  C97 1.090
158 H 1.84 -2.52 3.78  C176 1.090
159 H -2.91 -5.37 0.72  C14 1.090
160 H -2.85 -1.54 0.54  C186 1.090
161 H -4.53 -0.20 -7.29  C132 1.090
162 C -3.61 -0.86 3.21  H51 1.090, H64 1.090, H172 1.090, O179 1.407
163 H 0.81 -6.81 3.07  C80 1.090
164 H 0.01 8.75 -3.69  C84 1.090
165 H -0.74 5.68 -2.94  C211 1.090
166 H -4.64 2.92 0.03  C193 1.090
167 H -3.94 1.22 -6.61  C132 1.090
168 H -0.15 -1.47 -7.77  C79 1.090
169 O 0.62 -2.16 5.15  C136 1.425, C176 1.350
170 C 2.32 -2.50 -7.65  H25 1.090, H120 1.090, H199 1.090, O222 1.406
171 H -3.39 0.22 -3.09  C20 1.090
172 H -3.06 -0.05 3.69  C162 1.090
173 H -2.21 10.08 -1.65  C174 1.090
174 C -1.96 10.26 -2.69  H26 1.090, H36 1.090, O111 1.412, H173 1.090
175 H 1.02 -2.92 -3.58  C11 1.090
176 C 1.77 -2.79 4.83  C54 1.557, H101 1.090, H158 1.090, O169 1.350
177 H 4.89 0.32 -1.32  C4 1.090
178 H 0.88 -0.76 6.61  C136 1.090
179 O -4.66 -0.55 2.32  C162 1.407, C212 1.412
180 H 4.88 0.81 7.10  C209 1.090
181 C -5.03 -0.19 -5.25  O30 1.441, H67 1.090, H81 1.090, C132 1.543
182 H -5.22 -1.41 -1.84  C2 1.090
183 H 0.95 -3.42 -1.31  C148 1.090
184 H -5.14 -0.79 6.69  C221 1.090
185 C -0.45 0.96 -0.17  H46 1.090, C150 1.527, O198 1.477, H207 1.090
186 C -3.75 -1.13 0.08  O109 1.455, H114 1.090, H160 1.090, C212 1.521
187 C -4.26 6.64 2.25  C41 1.572, H63 1.090, H82 1.090, O122 1.488
188 H 0.50 -4.54 -3.95  C11 1.090
189 H -0.14 -1.12 -2.11  C126 1.090
190 C 0.86 2.50 -5.73  O94 1.418, H99 1.090, H195 1.090, H217 1.090
191 O 5.49 0.78 -7.99  C47 1.436, C138 1.384
192 H 6.04 -1.45 7.34  C90 1.090
193 C -5.47 3.43 0.52  O8 1.451, H86 1.090, H166 1.090, H203 1.090
194 O 0.85 -5.14 3.95  C54 1.461, C80 1.401
195 H 1.54 3.31 -5.49  C190 1.090
196 H 7.04 2.13 -7.26  C47 1.090
197 O -3.38 -1.97 6.87  C139 1.459, C221 1.423
198 O 0.26 -0.31 0.11  C83 1.425, C185 1.477
199 H 3.11 -2.94 -7.04  C170 1.090
200 H 0.71 1.62 -1.98  C150 1.090
201 C -1.46 7.52 4.75  H34 1.090, H37 1.090, H107 1.090, O204 1.442
202 H 7.36 -0.76 5.37  C57 1.090
203 H -6.29 3.38 -0.19  C193 1.090
204 O -1.33 6.12 4.44  C154 1.421, C201 1.442
205 H -6.94 6.07 2.92  C98 1.090
206 H 0.54 -5.06 -1.79  C148 1.090
207 H -0.19 1.87 0.37  C185 1.090
208 O -0.80 3.52 3.14  C92 1.492, C145 1.517
209 C 4.06 0.16 6.81  H13 1.090, H91 1.090, O108 1.478, H180 1.090
210 H 8.29 -1.58 3.97  C57 1.090
211 C -1.45 6.45 -2.62  O44 1.437, H45 1.090, H165 1.090, H218 1.090
212 C -4.26 -0.08 1.05  H59 1.090, O179 1.412, C186 1.521, H213 1.090
213 H -5.23 0.19 0.62  C212 1.090
214 O -3.09 -7.67 -0.93  C9 1.402, C28 1.425
215 H -1.86 -2.24 -5.85  C5 1.090
216 H -3.96 -4.04 7.08  C139 1.090
217 H -0.14 2.83 -6.01  C190 1.090
218 H -1.68 7.06 -3.49  C211 1.090
219 H 1.64 -4.49 5.92  C54 1.090
220 H -6.01 -2.95 -1.45  C2 1.090
221 C -4.71 -1.63 7.23  H104 1.090, H149 1.090, H184 1.090, O197 1.423
222 O 1.66 -1.52 -6.89  C79 1.434, C170 1.406
223 H 0.26 -6.29 0.95  C133 1.090
224 H 4.39 0.15 1.11  C68 1.090